The following is a quantum chemistry calculation of a structure of composition C15H16BrEuF6N3O9S2 at a distorted geometry, from the OMol25 dataset.

The geometry in ORCA input format:
```
! wB97M-V def2-TZVPD RIJCOSX def2/J DEFGRID3
* xyz -2 8
Eu -0.708 -0.829 0.853
O -1.923 -3.650 3.588
C -1.639 -2.725 2.738
O -0.473 -2.616 2.173
C -2.891 -1.695 2.434
O -3.962 -1.971 3.093
O -2.807 -0.695 1.607
Br -2.884 -4.946 -4.396
C -2.293 -3.842 -2.980
C -2.854 -2.583 -2.808
C -2.388 -1.813 -1.758
N -1.426 -2.219 -0.900
C -0.905 -3.449 -1.099
C -1.302 -4.295 -2.119
H -3.628 -2.205 -3.465
H -2.786 -0.820 -1.570
H -0.135 -3.745 -0.393
H -0.848 -5.272 -2.231
O -0.999 0.967 -0.452
C -0.762 2.078 0.013
C -0.331 2.288 1.449
C -1.285 3.123 2.308
C -2.325 3.969 1.574
C -1.763 5.024 0.619
C -0.651 4.545 -0.308
N -0.860 3.194 -0.772
H 0.667 2.744 1.442
H -0.195 1.304 1.913
H -0.693 3.766 2.971
H -1.828 2.438 2.972
H -2.953 4.476 2.317
H -3.004 3.305 1.022
H -1.396 5.884 1.192
H -2.596 5.399 0.011
H 0.315 4.593 0.205
H -0.584 5.195 -1.186
H -1.175 3.024 -1.720
F 3.476 -2.110 1.825
C 3.743 -0.841 1.412
F 3.619 -0.061 2.532
F 5.067 -0.779 1.080
S 2.646 -0.241 0.054
O 1.403 -1.010 0.132
O 2.444 1.189 0.331
N 3.566 -0.462 -1.220
S 3.740 -1.978 -1.637
O 2.663 -2.552 -2.445
O 4.276 -2.872 -0.609
C 5.123 -1.722 -2.806
F 6.214 -1.166 -2.198
F 5.556 -2.879 -3.384
F 4.795 -0.879 -3.829
H -0.063 0.418 2.425
*
```

As for the total energy: -6102.55827 hartree. For the frontier orbital gap (alpha / beta), the calculation gives 3.18 / 5.89 eV. Its strongest force on any atom is 0.091 hartree/bohr. Its relative energy (zero: lowest compared OMol25 entry of this formula, charge and spin) is 0.0 kcal/mol. Its HOMO energy (alpha / beta) is 0.75 / -1.96 eV.



The following is a quantum chemistry calculation of a structure of composition C42H44P2Pt at a distorted geometry, from the OMol25 dataset.

The geometry in ORCA input format:
```
! wB97M-V def2-TZVPD RIJCOSX def2/J DEFGRID3
* xyz 0 3
Pt 0.343 -0.463 -1.719
C -2.415 -0.250 -0.223
C -1.995 -0.272 -1.570
C -2.488 0.874 -2.514
C -1.375 1.866 -2.936
C -0.300 2.045 -1.876
C -0.600 2.342 -0.567
C -1.962 2.266 -0.013
C -2.312 0.906 0.664
C 2.292 -0.627 -1.914
H -2.685 -1.228 0.204
H -2.116 -1.287 -2.014
H -3.297 1.402 -1.978
H -2.948 0.446 -3.431
H -0.921 1.564 -3.893
H -1.884 2.823 -3.148
H 0.709 2.262 -2.264
H 0.226 2.566 0.117
H -2.728 2.534 -0.745
H -2.052 3.012 0.783
H -1.553 0.735 1.444
H -3.255 0.925 1.244
H 2.476 -1.725 -1.806
H 2.671 -0.073 -1.043
H 2.626 -0.207 -2.875
P -0.149 -1.964 -8.133
P 1.682 0.372 -8.517
C -0.898 -0.415 -8.747
C -0.018 0.567 -9.068
C -0.687 -3.105 -9.491
C -1.743 -2.826 -10.371
C -2.078 -3.739 -11.372
C -1.321 -4.902 -11.550
C -0.183 -5.110 -10.760
C 0.144 -4.216 -9.742
C -1.285 -2.212 -6.722
C -1.009 -1.362 -5.640
C -1.684 -1.563 -4.457
C -2.712 -2.502 -4.339
C -3.022 -3.311 -5.438
C -2.293 -3.180 -6.627
C 2.439 0.911 -10.179
C 2.303 0.046 -11.283
C 2.787 0.406 -12.545
C 3.441 1.630 -12.726
C 3.625 2.478 -11.630
C 3.149 2.106 -10.363
C 1.887 1.927 -7.552
C 3.112 2.100 -6.879
C 3.396 3.309 -6.246
C 2.450 4.340 -6.254
C 1.213 4.152 -6.879
C 0.920 2.936 -7.510
H -2.002 -0.348 -8.836
H -0.253 1.448 -9.672
H -2.300 -1.894 -10.297
H -2.931 -3.550 -12.019
H -1.602 -5.636 -12.305
H 0.451 -5.981 -10.932
H 1.043 -4.364 -9.133
H -0.270 -0.552 -5.715
H -1.338 -0.953 -3.618
H -3.256 -2.607 -3.401
H -3.828 -4.039 -5.374
H -2.499 -3.801 -7.494
H 1.812 -0.919 -11.152
H 2.666 -0.269 -13.393
H 3.839 1.898 -13.705
H 4.156 3.419 -11.766
H 3.351 2.771 -9.526
H 3.835 1.283 -6.880
H 4.362 3.434 -5.753
H 2.681 5.284 -5.759
H 0.472 4.951 -6.876
H -0.050 2.790 -7.987
C 0.807 -0.782 0.463
C 0.390 -0.525 1.890
C 1.111 0.421 2.676
C 0.793 0.661 4.008
C -0.259 -0.039 4.598
C -0.957 -0.992 3.852
C -0.658 -1.204 2.518
H 1.550 0.008 0.351
H 1.273 -1.782 0.378
H 1.945 0.966 2.228
H 1.351 1.378 4.619
H -0.528 0.122 5.636
H -1.753 -1.563 4.314
H -1.252 -1.860 1.885
*
```

As for the total energy: -2428.55899 hartree. For the frontier orbital gap (alpha / beta), the calculation gives 5.72 / 6.36 eV. Its strongest force on any atom is 0.069 hartree/bohr. Its HOMO energy (alpha / beta) is -5.86 / -7.50 eV.



The following is a quantum chemistry calculation of a structure of composition C11H12N at a distorted geometry, from the OMol25 dataset.

The geometry in ORCA input format:
```
! wB97M-V def2-TZVPD RIJCOSX def2/J DEFGRID3
* xyz 1 1
C 0.235 1.679 -0.750
C 1.472 1.628 -0.439
C 1.154 -0.384 0.185
C 0.371 -1.250 -1.749
C -0.728 -0.652 -1.005
C -0.903 0.817 -0.591
C -0.389 -0.339 0.388
C 2.253 0.590 0.071
C -2.370 1.367 -0.691
C -1.052 -0.587 1.718
C 3.653 0.425 0.418
N 1.495 -0.919 -0.919
H 0.348 -2.324 -1.687
H 0.386 -0.938 -2.766
H -1.659 -1.145 -1.285
H -2.837 0.930 -1.615
H -2.390 2.463 -0.757
H -2.895 1.086 0.296
H -0.338 -0.915 2.474
H -1.867 -1.262 1.714
H -1.492 0.369 2.177
H 4.098 0.628 -0.546
H 3.886 -0.616 0.802
H 3.900 0.979 1.274
*
```

As for the total energy: -480.57456 hartree. For the frontier orbital gap, the calculation gives 7.89 eV. Its strongest force on any atom is 0.085 hartree/bohr. Its relative energy (zero: lowest compared OMol25 entry of this formula, charge and spin) is 171.4 kcal/mol. Its HOMO energy is -13.37 eV.



The following is a quantum chemistry calculation of a structure of composition C32H46N5O5PS2 at a distorted geometry, from the OMol25 dataset.

The geometry in ORCA input format:
```
! wB97M-V def2-TZVPD RIJCOSX def2/J DEFGRID3
* xyz 0 1
C 1.308 -3.831 3.705
C 0.384 -3.268 2.636
C 0.236 -4.194 1.440
C -0.907 -3.835 0.519
N -0.789 -2.429 0.088
C -1.646 -2.086 -0.995
C -2.959 -1.506 -0.792
C -3.340 -1.093 0.610
C -2.574 0.132 1.138
C -2.593 1.378 0.269
O -3.506 2.307 0.810
C -3.315 3.616 0.317
C -3.807 -1.343 -1.852
P -5.483 -0.724 -1.582
O -6.242 -0.895 -2.968
O -6.150 -1.874 -0.673
S -5.658 1.009 -0.792
C -3.332 -1.709 -3.157
N -3.990 -1.633 -4.321
S -2.990 -2.111 -5.458
N -1.687 -2.445 -4.599
C -2.000 -2.187 -3.324
C -1.141 -2.361 -2.217
C 0.290 -2.756 -2.405
C 1.191 -1.511 -2.282
C 1.772 -1.264 -0.878
C 1.133 -0.050 -0.180
C 2.025 1.185 -0.089
C 2.926 1.197 1.130
O 4.217 0.582 0.907
C 5.281 1.367 1.223
C 5.409 2.633 0.425
O 6.086 1.034 2.054
H 1.600 -3.041 4.384
H 0.796 -4.611 4.263
H 2.201 -4.237 3.239
H 0.794 -2.320 2.281
H -0.601 -3.044 3.052
H 0.063 -5.212 1.791
H 1.161 -4.187 0.865
H -1.870 -4.004 1.015
H -0.898 -4.488 -0.352
H -1.014 -1.889 0.905
H -4.403 -0.903 0.672
H -3.127 -1.931 1.274
H -3.019 0.411 2.090
H -1.537 -0.109 1.342
H -2.853 1.145 -0.768
H -1.594 1.826 0.256
H -4.284 4.096 0.237
H -2.854 3.611 -0.671
H -2.680 4.185 0.998
H -7.051 -1.407 -2.870
H -6.016 -2.764 -1.021
H 0.399 -3.149 -3.409
H 0.579 -3.501 -1.671
H 2.000 -1.612 -3.002
H 0.620 -0.636 -2.586
H 2.851 -1.136 -0.920
H 1.590 -2.147 -0.273
H 0.195 0.200 -0.671
H 0.858 -0.327 0.839
H 2.620 1.311 -0.992
H 1.386 2.065 -0.016
H 2.471 0.631 1.937
H 3.070 2.211 1.497
H 4.706 2.687 -0.398
H 6.420 2.664 0.030
H 5.280 3.490 1.079
N 3.652 -1.437 4.239
C 4.201 -0.925 3.140
C 5.487 -0.409 3.084
C 6.243 -0.419 4.245
C 5.687 -0.949 5.400
C 4.394 -1.447 5.344
H 3.577 -0.941 2.252
H 5.880 -0.017 2.154
H 7.252 -0.027 4.248
H 6.244 -0.980 6.326
H 3.929 -1.878 6.225
N -1.576 4.407 -3.089
C -2.707 4.550 -3.775
C -3.162 5.768 -4.257
C -2.402 6.900 -4.012
C -1.222 6.767 -3.298
C -0.856 5.503 -2.860
H -3.277 3.643 -3.942
H -4.091 5.824 -4.808
H -2.724 7.869 -4.371
H -0.598 7.622 -3.081
H 0.060 5.359 -2.298
*
```

As for the total energy: -3034.50421 hartree. For the frontier orbital gap, the calculation gives 6.54 eV. Its strongest force on any atom is 0.293 hartree/bohr. Its HOMO energy is -7.06 eV.



The following is a quantum chemistry calculation of a structure of composition C2H6N2O2 at a distorted geometry, from the OMol25 dataset.

The geometry in ORCA input format:
```
! wB97M-V def2-TZVPD RIJCOSX def2/J DEFGRID3
* xyz 0 1
C 0.550 0.139 0.703
N 1.715 -0.130 1.313
C -1.149 -0.545 -0.625
O -0.280 -0.874 0.560
O 0.519 0.329 -1.193
N -1.991 0.387 -0.465
H 0.073 1.129 -1.506
H 0.104 1.115 0.882
H 2.343 0.637 1.488
H 2.137 -1.026 1.114
H -2.800 0.305 -1.069
H -1.220 -1.465 -1.202
*
```

As for the total energy: -339.70693 hartree. For the frontier orbital gap, the calculation gives 9.82 eV. Its strongest force on any atom is 0.034 hartree/bohr. Its relative energy (zero: lowest compared OMol25 entry of this formula, charge and spin) is 78.9 kcal/mol. Its HOMO energy is -8.95 eV.



Copy entry 1 word for word.
The following is a quantum chemistry calculation of a structure of composition C15H16BrEuF6N3O9S2 at a distorted geometry, from the OMol25 dataset.

The geometry in ORCA input format:
```
! wB97M-V def2-TZVPD RIJCOSX def2/J DEFGRID3
* xyz -2 8
Eu -0.708 -0.829 0.853
O -1.923 -3.650 3.588
C -1.639 -2.725 2.738
O -0.473 -2.616 2.173
C -2.891 -1.695 2.434
O -3.962 -1.971 3.093
O -2.807 -0.695 1.607
Br -2.884 -4.946 -4.396
C -2.293 -3.842 -2.980
C -2.854 -2.583 -2.808
C -2.388 -1.813 -1.758
N -1.426 -2.219 -0.900
C -0.905 -3.449 -1.099
C -1.302 -4.295 -2.119
H -3.628 -2.205 -3.465
H -2.786 -0.820 -1.570
H -0.135 -3.745 -0.393
H -0.848 -5.272 -2.231
O -0.999 0.967 -0.452
C -0.762 2.078 0.013
C -0.331 2.288 1.449
C -1.285 3.123 2.308
C -2.325 3.969 1.574
C -1.763 5.024 0.619
C -0.651 4.545 -0.308
N -0.860 3.194 -0.772
H 0.667 2.744 1.442
H -0.195 1.304 1.913
H -0.693 3.766 2.971
H -1.828 2.438 2.972
H -2.953 4.476 2.317
H -3.004 3.305 1.022
H -1.396 5.884 1.192
H -2.596 5.399 0.011
H 0.315 4.593 0.205
H -0.584 5.195 -1.186
H -1.175 3.024 -1.720
F 3.476 -2.110 1.825
C 3.743 -0.841 1.412
F 3.619 -0.061 2.532
F 5.067 -0.779 1.080
S 2.646 -0.241 0.054
O 1.403 -1.010 0.132
O 2.444 1.189 0.331
N 3.566 -0.462 -1.220
S 3.740 -1.978 -1.637
O 2.663 -2.552 -2.445
O 4.276 -2.872 -0.609
C 5.123 -1.722 -2.806
F 6.214 -1.166 -2.198
F 5.556 -2.879 -3.384
F 4.795 -0.879 -3.829
H -0.063 0.418 2.425
*
```

As for the total energy: -6102.55827 hartree. For the frontier orbital gap (alpha / beta), the calculation gives 3.18 / 5.89 eV. Its strongest force on any atom is 0.091 hartree/bohr. Its relative energy (zero: lowest compared OMol25 entry of this formula, charge and spin) is 0.0 kcal/mol. Its HOMO energy (alpha / beta) is 0.75 / -1.96 eV.